Record 1
Molecular formula: C33H29N2O4PSSr
Method: DFT, ωB97M-V with the def2-TZVPD basis set

## Properties
net charge = -2

The geometry in XYZ format:
```
71
C33H29N2O4PSSr, DFT ωB97M-V with the def2-TZVPD basis set
Sr -1.3631 -1.0475 0.6831
C 4.6934 0.2995 0.7014
P 2.9050 0.0287 0.3148
C 3.2443 -1.1930 -1.0396
C 3.5275 -2.5034 -0.6498
C 3.7852 -3.4939 -1.5818
C 3.7583 -3.1941 -2.9390
C 3.4855 -1.8968 -3.3422
C 3.2345 -0.9040 -2.3999
C 2.4598 1.5136 -0.6388
C 1.2688 1.4942 -1.3650
C 0.8275 2.6213 -2.0342
C 1.5589 3.8002 -1.9617
C 2.7288 3.8401 -1.2210
C 3.1793 2.7009 -0.5659
H 4.8185 1.0363 1.4937
H 5.2650 0.6064 -0.1765
H 5.0801 -0.6543 1.0619
H 3.5145 -2.7587 0.4048
H 3.9771 -4.5071 -1.2500
H 3.9359 -3.9707 -3.6729
H 3.4634 -1.6484 -4.3969
H 3.0175 0.1026 -2.7346
H 0.6676 0.5894 -1.3901
H -0.1098 2.5926 -2.5745
H 1.1970 4.6937 -2.4551
H 3.2845 4.7647 -1.1266
H 4.0780 2.7589 0.0353
C -0.8183 1.4063 1.5070
C -0.5199 2.4577 2.0816
C -0.1358 3.6609 2.7537
C -1.1531 4.6740 2.9281
C -2.3253 4.6542 2.1278
C -3.3284 5.5935 2.2603
C -3.2517 6.6106 3.2120
C -2.1406 6.6234 4.0480
C -1.1273 5.6877 3.9197
C 1.2346 3.8014 3.1282
C 1.9016 5.0340 3.4000
C 3.2417 5.0972 3.7333
C 4.0327 3.9537 3.8305
C 3.4163 2.7360 3.5325
C 2.0874 2.6558 3.1754
H -2.4160 3.8603 1.3966
H -4.1929 5.5292 1.6062
H -4.0414 7.3456 3.3165
H -2.0638 7.3691 4.8347
H -0.3194 5.7039 4.6367
H 1.3644 5.9637 3.2872
H 3.6815 6.0749 3.9140
H 5.0778 4.0049 4.1114
H 3.9957 1.8189 3.5933
H 1.6389 1.6965 2.9405
N -0.6046 -6.6523 -0.1954
C -0.1520 -5.3410 -0.2139
C 0.3300 -4.7263 0.9411
C 0.5824 -3.3759 0.9081
N 0.4767 -2.6235 -0.1951
C 0.1153 -3.2487 -1.3178
C -0.1681 -4.5932 -1.3886
H -0.9355 -6.9168 0.7218
H -1.3584 -6.7871 -0.8550
H 0.3510 -5.2560 1.8846
H 0.8651 -2.8353 1.8077
H 0.0224 -2.6233 -2.1987
H -0.5353 -5.0218 -2.3117
O -2.4363 -2.8438 1.7350
S -3.3591 -3.2405 0.5854
O -4.7217 -2.8433 0.8953
O -2.8457 -2.4131 -0.5911
O -3.1886 -4.6655 0.2959
```

=====

Record 2
Molecular formula: C84H148O24
Method: DFT, ωB97M-V with the def2-TZVPD basis set

## Properties
net charge = 0

The geometry in XYZ format:
```
256
C84H148O24, DFT ωB97M-V with the def2-TZVPD basis set
C 5.9883 0.9340 4.8502
C 5.5073 -0.0558 4.0161
C 4.5510 -0.8756 4.5795
C 4.1665 -0.8178 5.8995
C 4.6876 0.1273 6.7492
C 5.5304 1.0565 6.1727
H 6.7488 1.5931 4.4583
H 5.8656 -0.1974 3.0072
H 4.0161 -1.6727 4.0845
H 3.3805 -1.4111 6.3428
H 4.3446 0.2277 7.7684
H 5.8850 1.9149 6.7239
C 7.6373 -0.1227 -4.0226
C 8.3148 -0.7425 -2.9600
C 7.8869 -0.4336 -1.6819
C 6.8511 0.4616 -1.4190
C 6.2676 1.1720 -2.4703
C 6.7222 0.8572 -3.7897
H 7.8367 -0.3940 -5.0487
H 9.0586 -1.5071 -3.1288
H 8.3821 -0.9671 -0.8840
H 6.4540 0.5223 -0.4164
H 5.4687 1.8749 -2.2858
H 6.3260 1.3047 -4.6892
C 2.5259 -1.9993 -5.5154
C 1.9837 -3.2404 -5.2132
C 2.8075 -4.2120 -4.6052
C 4.1492 -3.9464 -4.3617
C 4.6877 -2.7520 -4.6849
C 3.8841 -1.7607 -5.2175
H 1.9640 -1.2135 -5.9983
H 0.9287 -3.4233 -5.3544
H 2.3953 -5.1962 -4.4385
H 4.7688 -4.7421 -3.9753
H 5.7141 -2.5911 -4.3898
H 4.3461 -0.8303 -5.5130
C -1.9310 -1.4298 -7.2151
C -2.6792 -0.5227 -6.4329
C -2.9935 -0.8916 -5.1053
C -2.5474 -2.0587 -4.5585
C -1.8153 -2.9781 -5.3389
C -1.4127 -2.6173 -6.6488
H -1.6938 -1.0375 -8.1929
H -3.0495 0.4162 -6.8173
H -3.7058 -0.2983 -4.5512
H -2.7905 -2.2114 -3.5174
H -1.3998 -3.8024 -4.7783
H -0.7733 -3.3116 -7.1737
C -0.7923 -7.5615 -0.7423
C -0.3596 -6.9270 -1.9203
C -0.7520 -5.6572 -2.1782
C -1.5922 -5.0055 -1.2862
C -2.0640 -5.6149 -0.1428
C -1.6351 -6.9330 0.1387
H -0.3831 -8.5113 -0.4313
H 0.3656 -7.3619 -2.5922
H -0.3845 -5.2161 -3.0930
H -1.8097 -3.9692 -1.4989
H -2.7170 -5.1600 0.5873
H -1.9256 -7.4291 1.0529
C 1.2993 5.4422 -1.0088
C 1.8691 4.9897 -2.1746
C 1.9890 3.5745 -2.3285
C 1.6728 2.7406 -1.3092
C 1.1439 3.2021 -0.1217
C 0.8886 4.5767 0.0041
H 1.1214 6.5012 -0.8940
H 2.0707 5.6215 -3.0270
H 2.3157 3.2050 -3.2893
H 1.9003 1.6895 -1.4089
H 0.9674 2.5243 0.7005
H 0.4769 5.0117 0.9028
C -13.2013 2.4312 0.3836
O -12.3008 1.3551 0.3861
C -12.0750 0.7025 -0.8563
C -11.0572 -0.4377 -0.7205
O -9.7558 0.0722 -0.4496
C -9.5720 0.1915 0.9749
C -8.3210 0.9312 1.4568
O -7.1424 0.3038 1.0057
C -6.0071 1.0663 1.2490
H -13.4724 2.6050 1.4249
H -14.1495 2.1742 -0.0886
H -12.8841 3.3944 -0.0160
H -11.6383 1.4449 -1.5242
H -13.0197 0.3744 -1.2898
H -11.0399 -0.9865 -1.6621
H -11.4522 -1.1591 -0.0052
H -9.4704 -0.7796 1.4593
H -10.3981 0.6836 1.4883
H -8.3106 0.9932 2.5450
H -8.3474 1.9603 1.0985
H -6.0425 1.4883 2.2533
H -5.9756 1.9561 0.6203
H -5.1761 0.3670 1.1563
C -6.3362 -1.9552 -2.8342
O -6.0810 -0.6513 -3.1672
C -6.8258 0.2321 -2.3605
C -6.2571 1.6281 -2.4618
O -5.0347 1.7334 -1.8311
C -4.4415 3.0395 -1.8526
C -3.1127 3.1451 -1.1878
O -3.4174 2.8349 0.1334
C -2.3457 2.9627 1.0328
H -6.0933 -2.1239 -1.7851
H -5.6217 -2.5440 -3.4095
H -7.3418 -2.3020 -3.0723
H -6.7243 -0.1034 -1.3284
H -7.8157 0.0449 -2.7766
H -7.0555 2.1750 -1.9602
H -6.0921 1.9146 -3.5004
H -5.1101 3.7109 -1.3137
H -4.4603 3.4159 -2.8754
H -2.7263 4.1506 -1.3540
H -2.4779 2.3196 -1.5099
H -2.0251 4.0039 1.0690
H -1.5434 2.2893 0.7312
H -2.6513 2.6950 2.0442
C 2.6283 -5.5055 -0.3484
O 2.1872 -5.2804 0.9949
C 2.6807 -4.0263 1.5309
C 2.4364 -3.9170 3.0560
O 3.5999 -4.4970 3.6001
C 3.5890 -5.9602 3.5448
C 4.9470 -6.4651 4.0895
O 5.1102 -6.2297 5.5196
C 5.4473 -4.9177 5.9396
H 2.4440 -6.5279 -0.6782
H 3.6896 -5.2985 -0.4854
H 2.2035 -4.7624 -1.0232
H 2.1707 -3.2469 0.9647
H 3.7182 -3.8230 1.2654
H 1.6102 -4.5657 3.3469
H 2.2845 -2.8788 3.3515
H 3.3753 -6.3238 2.5397
H 2.7316 -6.3628 4.0841
H 5.8110 -6.1515 3.5035
H 4.9486 -7.5550 4.1056
H 5.4963 -5.0106 7.0245
H 4.7364 -4.0982 5.8334
H 6.4617 -4.6408 5.6529
C -1.5040 2.8179 -4.6416
O -1.0682 3.3096 -5.9223
C -0.2515 2.4576 -6.7745
C 1.1698 2.5144 -6.2060
O 1.9335 1.7581 -7.0775
C 3.2448 1.4466 -6.7059
C 4.2592 2.5958 -6.5105
O 3.9173 3.5063 -5.4622
C 4.9784 4.2649 -4.9510
H -2.2350 3.5519 -4.3024
H -0.5788 2.8038 -4.0655
H -1.9689 1.8321 -4.6541
H -0.3149 2.7310 -7.8277
H -0.5857 1.4245 -6.6781
H 1.3361 2.0071 -5.2557
H 1.5166 3.5468 -6.2511
H 3.6286 0.6687 -7.3660
H 3.1212 1.0715 -5.6900
H 4.3218 3.1820 -7.4273
H 5.2758 2.2061 -6.4581
H 4.5999 4.8508 -4.1134
H 5.3915 5.0116 -5.6292
H 5.7474 3.6115 -4.5392
C -1.9765 0.5651 7.3223
O -0.7224 0.9233 7.9862
C 0.4654 0.5653 7.3505
C 0.6468 1.1283 5.8837
O -0.1396 0.2627 5.0232
C 0.1725 0.2843 3.6468
C -0.6868 -0.7218 2.8307
O -0.0690 -1.9689 2.8284
C -0.5896 -2.7988 1.7761
H -2.7002 0.6406 8.1338
H -2.0485 -0.4017 6.8241
H -2.2948 1.3367 6.6212
H 0.5892 -0.5176 7.3450
H 1.2826 0.8806 7.9993
H 1.7190 1.0475 5.7045
H 0.2897 2.1521 5.7717
H 1.2399 0.0636 3.6596
H 0.0059 1.2966 3.2786
H -0.7305 -0.3936 1.7922
H -1.7166 -0.8498 3.1644
H -0.1190 -2.6270 0.8080
H -1.6711 -2.7021 1.6800
H -0.4226 -3.8555 1.9849
C 9.1154 9.3879 -2.2376
O 8.7257 8.2939 -1.4459
C 7.9371 8.6482 -0.2913
C 7.6095 7.4768 0.5574
O 6.7167 6.6586 -0.1767
C 6.1661 5.6239 0.7426
C 4.9729 4.8743 0.1933
O 4.2675 4.0202 1.1004
C 4.8421 2.7764 1.3175
H 9.5246 10.1590 -1.5849
H 8.3880 9.8415 -2.9108
H 9.9786 9.0592 -2.8164
H 7.0536 9.1224 -0.7187
H 8.5473 9.3370 0.2929
H 7.1315 7.9215 1.4302
H 8.4626 6.8523 0.8226
H 5.7359 6.1371 1.6027
H 6.9629 4.9834 1.1207
H 5.1550 4.2578 -0.6869
H 4.1994 5.5722 -0.1272
H 4.7970 2.3417 2.3160
H 5.9281 2.8050 1.2285
H 4.3643 2.0770 0.6315
C -6.4894 -2.7416 3.0816
O -5.3556 -3.1328 3.8379
C -4.2301 -2.2265 3.6658
C -4.4219 -0.7713 4.2416
O -4.4913 -0.6436 5.6022
C -5.5475 -1.4944 6.2070
C -5.7813 -1.0602 7.6570
O -4.5724 -0.8089 8.3640
C -3.9645 -1.9945 8.6819
H -7.3117 -3.4124 3.3305
H -6.3390 -2.9250 2.0177
H -6.7643 -1.7112 3.3074
H -3.9822 -2.1828 2.6052
H -3.3034 -2.6329 4.0710
H -5.2857 -0.2927 3.7801
H -3.5763 -0.1652 3.9166
H -5.3599 -2.5632 6.1048
H -6.5207 -1.3367 5.7421
H -6.3445 -1.8315 8.1824
H -6.4180 -0.1756 7.6412
H -2.9736 -1.7580 9.0695
H -3.8657 -2.7232 7.8773
H -4.4986 -2.4440 9.5189
C 2.7549 -0.6901 1.1017
O 3.8140 -1.3437 0.4038
C 3.6909 -1.1593 -1.0396
C 2.4698 -1.6825 -1.8518
O 1.3113 -0.9408 -1.5007
C 0.2203 -0.8941 -2.4512
C -0.9760 -0.2776 -1.7742
O -1.7202 -1.2459 -1.0391
C -2.9917 -0.8781 -0.5178
H 2.6761 0.3588 0.8158
H 2.9718 -0.6716 2.1697
H 1.7875 -1.1553 0.9125
H 4.5491 -1.6696 -1.4769
H 3.7929 -0.0983 -1.2676
H 2.3229 -2.7093 -1.5170
H 2.7387 -1.6177 -2.9062
H 0.0684 -1.8307 -2.9876
H 0.5640 -0.1985 -3.2168
H -1.5397 0.2748 -2.5260
H -0.8308 0.5064 -1.0311
H -3.4732 -1.7129 -0.0085
H -3.6713 -0.5200 -1.2910
H -2.9853 -0.1573 0.2998
```

=====

Record 3
Molecular formula: C4H6S
Method: DFT, ωB97M-V with the def2-TZVPD basis set

## Properties
net charge = 0

The geometry in XYZ format:
```
11
C4H6S, DFT ωB97M-V with the def2-TZVPD basis set
C -1.6666 -0.1037 0.5933
C 0.7027 0.7090 -1.1904
C 1.4823 0.0569 -0.1460
C 1.8581 -0.6982 0.7280
H -2.3613 0.8076 0.9964
H -2.1646 -1.4373 0.7448
H -0.6602 0.1063 1.4701
H 0.7717 1.9682 -1.3006
H 0.8357 0.1176 -2.2840
H 2.3146 -1.4141 1.4677
S -1.1124 -0.1123 -1.0794
```

=====

The records above give, respectively, gap between HOMO and LUMO values of 3.760, 9.407, 9.465 eV.